H80O40 | ωB97M-V/def2-TZVPD

Geometry as XYZ:
```
120
Properties=species:S:1:pos:R:3:forces:R:3:mulliken_charge:R:1
O -2.860175 2.403137 -0.194308 -0.7 0.9 -2.5 -0.298
O -0.107852 1.380087 -5.402551 -0.8 -1.0 -1.6 -0.577
O -1.737385 0.423268 3.763920 1.2 -0.3 3.6 -0.328
O -5.840455 -2.277644 3.016900 -1.8 0.9 -0.2 -0.659
O -1.475152 1.133950 -2.060311 2.8 -1.7 -3.4 0.555
O 4.661050 -2.144396 2.923439 2.9 5.9 -2.3 -0.554
O -0.784257 0.920067 0.766170 0.8 -0.7 3.9 1.641
O 3.413933 2.839221 -3.233269 0.4 -0.7 -0.1 -0.633
O 3.100112 -0.526622 -2.822661 -1.0 3.1 -2.6 -0.500
O 0.331165 -5.661514 -1.972111 -2.0 -0.5 0.0 -0.650
O 1.831938 -0.065372 3.069767 4.1 -1.0 0.0 -0.543
O 3.192928 1.136901 -0.625880 0.5 1.1 2.6 0.173
O -2.352243 -5.131215 -0.684461 1.6 2.0 -0.4 -0.677
O 0.756802 -2.890624 4.078120 1.9 2.4 -4.1 -0.416
O -4.456232 -0.202461 2.947674 3.6 0.9 0.0 -0.660
O 4.484538 -2.401167 -1.452234 2.9 6.2 1.5 -0.539
O 0.658324 -5.224337 2.313194 -0.8 -1.0 -2.2 -0.706
O -3.289951 5.482341 0.379785 -0.3 3.1 5.8 -0.667
O 5.589279 -0.108878 -1.937366 0.6 -0.4 1.9 -0.573
O -0.551997 3.873505 2.936900 -5.1 -4.5 -5.1 -0.576
O -3.789961 -0.423113 -3.770672 0.5 -1.0 -2.1 -0.609
O 4.340032 3.970692 0.722377 -0.2 -7.8 -1.3 -0.569
O -3.219283 2.310692 -3.897161 -0.1 2.9 -2.0 -0.632
O 1.567657 -1.537705 -5.531428 -2.7 -0.2 -1.5 -0.564
O -4.644793 3.078874 2.212554 -0.5 -1.4 -0.9 -0.568
O -0.367251 -1.596730 1.206863 3.2 -0.3 1.2 0.467
O 0.626479 -2.651166 -1.194326 0.7 1.5 -2.7 -0.369
O -2.499184 -3.823084 3.637621 1.3 -3.0 -2.7 -0.600
O 2.585099 -4.239122 -3.495880 -0.4 0.2 -1.8 -0.501
O 1.919693 3.197146 0.638675 -0.8 1.9 1.0 -0.443
O -2.162627 -1.990425 -1.756309 1.4 0.8 -3.2 -0.352
O 6.456728 1.084663 0.738366 5.6 -0.3 -6.0 -0.526
O 1.742445 5.507097 -2.734771 1.8 -0.4 -1.3 -0.623
O 0.877842 1.720663 -2.880222 -0.7 4.1 -0.7 -0.100
O 3.986570 -4.582944 3.456010 0.0 -0.8 -1.6 -0.720
O -1.050495 3.903612 -1.634486 1.5 0.7 1.6 -0.521
O -2.571820 3.275144 4.511199 -1.2 -0.4 2.7 -0.493
O -2.914057 -1.257402 0.497827 -1.9 -8.2 -1.4 -0.620
O -1.182473 -0.794028 6.492147 -3.2 1.9 -1.7 -0.660
O -4.897545 1.550432 -1.873047 -9.3 5.8 -5.3 -0.638
H 0.731008 -1.952406 -1.978513 -0.4 -2.0 3.0 0.206
H -0.278953 0.812192 -6.215919 0.5 1.0 1.6 0.291
H 0.265979 -6.025491 1.675914 1.7 3.9 2.0 0.312
H 0.871312 -4.341805 1.849937 -0.9 -2.6 0.0 0.353
H -2.300635 3.545917 3.678058 1.0 0.6 -2.4 0.236
H -2.812037 -4.248341 -0.857184 1.0 -1.6 0.3 0.372
H 1.440592 2.428965 0.402132 -1.6 -1.1 -0.5 -0.018
H 5.081188 -2.333842 -0.670129 -0.8 -0.1 -0.6 0.323
H 1.557778 -2.485497 -5.614574 -0.1 -0.4 -0.2 0.238
H 0.590329 -1.281602 1.259501 -1.2 -0.2 -0.5 0.313
H 0.018325 4.349372 3.369051 5.2 3.5 4.1 0.193
H -4.581240 -0.512904 -4.327709 0.4 0.1 0.5 0.289
H -4.704226 3.721934 1.473223 -0.4 -0.8 0.5 0.300
H -2.152402 -1.881659 0.135444 -2.9 1.8 0.9 0.169
H -2.208405 1.582296 -1.705467 -1.6 0.9 -0.2 -0.367
H 3.351057 0.420390 -3.283761 0.0 -3.8 2.4 0.268
H 0.339389 -2.701910 4.846400 -2.0 0.6 3.9 0.195
H 2.661848 5.783855 -2.544425 -0.7 -0.1 -0.2 0.317
H 1.819041 -4.213867 -4.117194 0.4 -0.2 1.2 0.235
H -1.519783 -1.505197 5.940687 0.6 -1.2 0.0 0.326
H 4.661652 -2.823218 3.474113 0.2 -4.9 3.9 0.352
H 2.651456 1.000473 -1.392590 -1.1 0.1 -0.1 -0.084
H 2.802958 1.774405 0.067677 1.2 -1.6 -2.2 0.254
H 4.027787 -4.841314 2.485094 -0.2 0.4 1.9 0.336
H -0.175434 -4.907459 -2.384031 0.7 -1.2 0.7 0.312
H 2.895029 0.068520 2.978490 -3.8 -0.2 0.2 0.342
H -1.510227 -2.258741 -2.453502 -0.4 -0.7 1.1 0.229
H 1.613349 1.182021 -3.047106 1.7 -1.3 -0.5 -0.053
H 1.259703 5.737470 -1.971746 -1.0 0.3 1.5 0.285
H 5.522796 0.407610 -1.088545 0.3 -0.7 -1.6 0.254
H -4.923116 -2.341687 2.791179 0.8 -0.1 -0.3 0.359
H -0.417054 0.057351 0.545254 -0.6 0.6 -0.8 -0.540
H -2.559807 1.922883 -4.521792 -0.7 0.2 0.6 0.242
H 3.888334 -2.224959 2.461018 -3.0 -0.2 -2.0 0.231
H -1.219389 4.488599 -2.339126 -0.4 0.9 -1.3 0.227
H -4.131910 -0.591911 3.788039 -0.9 0.3 -0.4 0.332
H -0.345048 -6.392650 -1.795296 1.2 1.6 -0.7 0.326
H -1.067597 1.535908 0.152426 -0.2 0.9 -3.0 -0.247
H 5.719593 -1.059681 -1.650997 -0.1 2.1 -1.0 0.332
H 0.065745 -2.310399 -0.481336 -0.1 0.4 -0.6 0.269
H -4.194278 1.217592 -1.585527 9.4 -4.4 3.9 0.097
H -3.747621 2.774044 -0.360501 0.4 -0.4 0.6 0.157
H -1.159659 1.327190 -3.058569 -1.4 -0.1 3.8 0.067
H -2.852478 -4.711108 3.178868 0.9 3.0 1.6 0.325
H 4.234685 -3.228303 -1.438745 -2.5 -7.0 -0.3 0.152
H 3.465347 3.892495 0.388523 -1.0 0.2 -0.3 0.266
H -4.069060 -0.078449 -2.950837 -1.0 0.7 1.3 0.254
H -2.705474 2.210289 0.695835 -0.4 -0.3 2.4 -0.178
H -1.286696 0.786094 3.032532 0.9 0.5 -1.7 -0.313
H 6.582011 1.356438 1.546900 0.8 2.3 6.7 0.260
H -0.314212 -2.022334 2.086210 -1.0 0.1 -0.1 -0.374
H -2.867593 5.381206 1.378356 -2.0 1.6 -3.0 0.376
H 4.554227 4.773868 0.903689 1.9 7.9 1.6 0.234
H 5.645948 0.804595 0.625329 -6.6 -2.0 -0.4 0.249
H -6.059722 -1.349900 2.716096 0.5 -1.7 0.5 0.331
H -0.381827 2.912734 2.926577 0.4 0.9 0.4 0.303
H 3.283639 -4.187438 -4.171360 0.2 0.0 0.6 0.270
H 0.883579 -3.787982 3.958228 0.0 -3.1 0.0 0.222
H -4.654663 2.105492 -2.692042 -0.3 -1.6 1.8 0.464
H 1.263378 3.769250 1.108951 0.7 -0.7 -0.5 0.199
H -2.000391 -0.219942 6.168066 2.5 -0.7 1.6 0.348
H -3.453846 3.222207 -4.320768 0.8 -2.4 1.0 0.262
H -2.452325 -0.538777 0.586063 3.9 6.8 1.0 0.013
H -2.321086 -1.138903 -2.254211 -0.6 -0.5 1.4 0.029
H -1.572797 -3.801873 3.201930 -2.1 0.1 1.1 0.304
H 0.379836 0.811628 -4.792052 -0.1 0.0 -0.2 0.220
H -5.059343 2.176312 1.966075 0.9 2.3 0.4 0.292
H -3.508262 0.016109 2.621496 -2.4 -0.3 0.3 0.209
H -1.092849 0.591490 4.555323 -1.7 -0.5 -2.1 0.356
H -1.615825 3.157463 -1.700700 -0.5 -0.8 -0.3 0.180
H -2.867078 4.719594 0.215025 2.4 -4.8 -2.8 0.264
H -3.282322 3.896045 4.698867 -0.2 -0.3 0.2 0.289
H 2.343055 -1.360463 -5.087535 2.8 0.8 1.8 0.289
H 3.466895 -0.719918 -1.938711 0.6 0.7 -0.9 0.258
H 3.055824 -4.440426 3.658090 0.0 -0.3 -0.1 0.340
H 1.162077 2.657094 -3.270264 -1.1 -3.2 1.2 0.253
H 3.636655 2.211286 -2.514161 0.0 1.1 -0.1 0.437
H 2.755939 3.463114 -2.905315 0.2 0.1 0.4 0.284
H -1.349308 -4.923560 -0.747051 -2.5 -0.2 0.2 0.309
H 1.859245 -0.969409 3.482586 -0.4 1.0 -0.2 0.226
```
Positions in Å, forces in eV/Å.

Summary:
F_max	0.23704	Eh/bohr
energy above the lowest of the compared OMol25 structures with the same formula, charge and spin	1564.3	kJ/mol
orbital gap	9.3	eV
LUMO energy	-0.678	eV